Below is a 2-piece molecular cluster, C11H15N overall at a distorted geometry, with properties calculated with ωB97M-V/def2-TZVPD.

Structure (SMILES)   Cc1c[nH]c2ccccc12.CC
Highest occupied orbital energy   -0.2894 hartree
Kohn-Sham gap   8.843 eV
Charge   0
Energy relative to the best compared isomer or geometry (same formula, charge and spin)   301.6 kJ/mol

Element x y z (Å)
C  2.736  1.169  2.458
C  1.304  1.297  2.074
C  0.392  2.239  2.450
N  -0.948  1.887  1.992
C  -0.827  0.764  1.223
C  -1.901  0.071  0.554
C  -1.579  -1.174  0.111
C  -0.125  -1.652  0.083
C  0.813  -0.993  0.788
C  0.554  0.309  1.329
H  3.424  2.064  2.249
H  2.999  0.108  2.136
H  3.118  1.158  3.611
H  0.378  2.927  3.258
H  -1.677  2.414  1.919
H  -2.818  0.467  0.313
H  -2.340  -1.850  -0.418
H  -0.028  -2.505  -0.442
H  1.866  -1.249  0.744
C  -1.290  -0.806  -2.947
C  -0.050  -1.012  -3.723
H  -1.180  -1.434  -1.993
H  -1.492  0.128  -2.614
H  -2.178  -1.135  -3.507
H  0.261  -0.227  -4.331
H  -0.226  -1.807  -4.350
H  0.816  -1.158  -2.967

Atomic forces in eV per Å
C 2.336 -0.412 2.506
C -1.154 0.043 0.584
C -2.601 -0.679 -0.239
N 7.856 -3.916 0.032
C 0.841 -0.475 0.464
C 3.398 -1.129 0.772
C 1.797 -1.687 -1.219
C -4.550 2.743 2.285
C 1.528 1.933 -0.475
C -2.637 -0.412 -0.550
H -0.956 -1.622 -1.084
H 0.671 1.809 -0.080
H -2.027 -0.283 -1.970
H 0.603 0.838 0.189
H -5.166 4.293 -0.115
H -2.100 1.069 0.129
H 1.185 1.264 0.947
H 0.965 -2.863 -1.387
H -0.046 -0.579 0.020
C -0.720 -3.579 0.953
C 2.055 0.498 2.815
H -0.623 0.861 -1.923
H -0.308 3.107 0.976
H 0.164 -0.035 0.216
H 0.300 1.683 -1.075
H 0.343 -2.272 -1.280
H -1.153 -0.197 -1.491

***

Below is C42H73AsBN6OW as an isolated structure at a distorted geometry, with properties calculated with ωB97M-V/def2-TZVPD.

2S+1   3
Highest occupied orbital energy (alpha / beta)   -0.5958 / -0.5962 hartree
<S²>   2.031
Kohn-Sham gap (alpha / beta)   5.838 / 5.952 eV
Charge   +3
Energy relative to the best compared isomer or geometry (same formula, charge and spin)   423.1 kJ/mol

Element x y z (Å)
W  0.153  0.690  0.734
C  -2.855  4.208  1.327
C  -1.676  3.354  0.997
C  -1.091  3.329  -0.264
C  -1.742  3.977  -1.442
C  0.235  2.743  -0.417
C  0.907  2.957  -1.755
C  1.112  2.735  0.743
C  2.576  3.086  0.605
C  0.466  2.690  2.016
C  1.197  3.064  3.282
C  -0.981  2.714  2.085
C  -1.582  2.806  3.472
H  -3.449  4.468  0.460
H  -2.478  5.140  1.755
H  -3.505  3.760  2.073
H  -1.589  3.412  -2.357
H  -1.329  4.974  -1.599
H  -2.811  4.086  -1.302
H  1.191  4.004  -1.861
H  0.253  2.719  -2.587
H  1.807  2.358  -1.854
H  3.017  2.697  -0.312
H  3.155  2.696  1.442
H  2.691  4.172  0.586
H  1.260  2.235  3.990
H  0.661  3.877  3.772
H  2.190  3.436  3.059
H  -1.024  2.216  4.192
H  -2.618  2.483  3.510
H  -1.574  3.842  3.812
C  1.895  -2.989  1.852
C  2.862  -2.839  0.683
C  4.329  -2.940  1.109
C  2.546  -1.649  -0.172
C  3.098  -1.475  -1.456
C  2.303  -0.579  -2.130
C  2.598  -0.224  -3.559
C  2.457  -1.481  -4.439
C  1.845  0.964  -4.148
N  1.258  -0.200  -1.267
N  1.542  -0.783  -0.030
B  -0.224  -0.875  -1.680
N  -0.676  -1.791  -0.495
N  -0.724  -1.267  0.785
C  -1.295  -2.189  1.582
C  -1.625  -3.302  0.814
C  -1.218  -3.031  -0.485
C  -1.389  -3.999  -1.614
C  -0.075  -4.345  -2.318
C  -2.477  -3.521  -2.578
C  -1.517  -1.995  3.050
C  -0.946  -3.154  3.876
C  -0.959  -0.656  3.535
N  -1.269  0.239  -1.804
N  -1.781  0.591  -0.543
C  -3.110  0.746  -0.702
C  -3.428  0.633  -2.056
C  -2.280  0.290  -2.736
C  -2.266  0.155  -4.238
C  -1.239  -0.751  -4.911
C  -3.664  -0.249  -4.736
C  -4.242  0.770  0.282
C  -3.827  0.494  1.716
C  -5.135  2.018  0.144
H  2.274  -3.730  2.553
H  0.929  -3.339  1.500
H  1.753  -2.032  2.358
H  2.692  -3.683  -0.002
H  4.505  -3.926  1.528
H  4.996  -2.814  0.259
H  4.575  -2.195  1.862
H  3.953  -1.993  -1.844
H  3.669  0.018  -3.580
H  1.433  -1.833  -4.488
H  3.077  -2.289  -4.069
H  2.782  -1.247  -5.448
H  0.820  0.997  -3.797
H  1.841  0.886  -5.232
H  2.339  1.899  -3.903
H  -0.097  -1.495  -2.655
H  -2.110  -4.193  1.151
H  -1.748  -4.922  -1.149
H  0.293  -3.538  -2.941
H  -0.227  -5.214  -2.952
H  0.686  -4.600  -1.584
H  -2.247  -2.538  -2.973
H  -3.436  -3.471  -2.068
H  -2.573  -4.220  -3.403
H  -2.602  -2.003  3.212
H  0.138  -3.107  3.920
H  -1.235  -4.113  3.460
H  -1.337  -3.099  4.888
H  0.131  -0.617  3.420
H  -1.184  -0.537  4.593
H  -1.434  0.169  2.988
H  -4.411  0.752  -2.457
H  -2.074  1.171  -4.610
H  -1.426  -1.798  -4.697
H  -0.224  -0.500  -4.642
H  -1.336  -0.617  -5.985
H  -4.011  -1.156  -4.251
H  -3.619  -0.436  -5.804
H  -4.395  0.537  -4.577
H  -4.852  -0.082  -0.045
H  -3.133  1.254  2.051
H  -3.364  -0.487  1.783
H  -4.701  0.502  2.363
H  -5.094  2.622  1.043
H  -6.171  1.731  -0.007
H  -4.834  2.630  -0.702
C  3.681  -1.128  4.212
As  3.487  0.357  2.949
C  4.812  0.399  1.503
C  4.068  1.803  4.138
O  1.904  0.425  2.320
H  4.713  -1.107  4.565
H  3.463  -2.114  3.815
H  3.023  -0.928  5.061
H  5.659  -0.226  1.778
H  5.179  1.420  1.389
H  4.401  0.051  0.557
H  4.196  2.769  3.656
H  5.049  1.478  4.488
H  3.419  1.908  5.006

Atomic forces in eV per Å
W 0.547 -2.169 -0.183
C -0.163 -0.220 -0.137
C 0.388 -0.548 0.819
C 0.483 -0.480 -0.064
C -0.211 -0.406 0.053
C 0.783 1.549 0.350
C -0.067 -0.447 0.003
C -0.696 1.168 0.188
C 0.020 -0.559 0.049
C 0.036 0.669 -0.550
C -0.052 -0.473 0.068
C 0.169 1.367 -0.009
C -0.009 -0.539 -0.215
H -0.066 -0.002 0.014
H 0.049 0.062 0.054
H -0.029 -0.010 0.017
H 0.050 -0.037 -0.043
H 0.155 0.102 0.006
H -0.071 0.013 -0.004
H -0.017 0.122 0.113
H 0.013 -0.116 0.035
H -0.137 0.026 0.007
H -0.036 -0.006 0.095
H -0.096 0.111 -0.164
H -0.088 0.006 0.007
H 0.003 0.142 -0.093
H -0.018 -0.018 -0.053
H -0.013 -0.120 -0.004
H 0.021 -0.030 0.027
H -0.016 -0.038 -0.056
H 0.073 0.119 -0.075
C 0.078 0.027 -0.200
C 0.028 0.042 0.548
C -0.168 0.117 -0.143
C -0.360 -0.002 0.072
C -0.722 0.563 0.134
C 0.742 -0.210 0.354
C -0.246 0.005 -0.413
C 0.057 0.082 0.050
C 0.186 -0.064 0.065
N -0.105 -0.190 0.188
N 0.384 0.464 -0.432
B -0.323 -0.112 0.038
N 0.172 -0.137 -0.125
N -0.390 -0.673 0.167
C -0.050 0.252 -0.066
C 0.162 0.486 -0.089
C -0.151 -0.137 0.615
C 0.091 0.150 -0.399
C -0.160 -0.048 0.129
C 0.028 -0.169 0.176
C 0.159 0.229 0.143
C -0.168 0.101 -0.104
C -0.111 -0.311 -0.045
N -0.225 0.397 -0.393
N 0.441 -0.015 -0.638
C 0.265 -0.176 -0.004
C 0.689 -0.044 0.052
C -0.426 0.221 0.560
C 0.143 -0.186 -0.387
C -0.042 0.159 0.115
C 0.163 0.226 0.023
C -0.022 0.084 0.440
C -0.193 -0.116 -0.320
C 0.081 -0.116 -0.068
H 0.004 -0.038 0.111
H -0.069 0.012 0.023
H -0.054 -0.127 0.079
H -0.012 0.173 0.006
H 0.064 -0.042 0.062
H 0.145 0.025 -0.013
H 0.077 -0.078 -0.004
H 0.119 -0.131 -0.132
H -0.136 -0.011 0.176
H -0.202 -0.055 0.021
H 0.074 -0.147 0.035
H 0.030 0.029 -0.105
H -0.176 0.079 -0.019
H -0.064 0.007 -0.081
H -0.043 0.136 0.047
H 0.016 -0.143 -0.388
H -0.076 -0.275 0.095
H 0.023 0.127 0.062
H 0.066 0.170 -0.100
H 0.004 -0.076 -0.084
H 0.180 -0.058 0.055
H 0.029 0.134 -0.092
H -0.141 0.056 0.021
H -0.013 -0.039 -0.127
H 0.049 0.046 -0.082
H 0.153 -0.014 0.009
H -0.017 -0.136 -0.002
H 0.027 -0.015 0.114
H -0.186 0.025 -0.006
H -0.035 0.131 0.073
H 0.117 -0.040 0.172
H -0.249 -0.048 -0.103
H 0.007 -0.017 0.099
H 0.047 -0.174 0.031
H 0.149 -0.060 0.025
H 0.019 -0.013 -0.100
H -0.030 -0.142 0.079
H -0.012 0.003 -0.123
H -0.139 0.049 0.003
H 0.160 0.068 0.047
H 0.097 0.053 0.163
H 0.107 -0.020 0.101
H -0.023 0.028 0.101
H -0.028 0.128 0.111
H -0.094 0.034 0.013
H -0.054 0.118 -0.098
C -0.059 0.195 -0.241
As 0.320 -0.007 0.172
C -0.133 -0.003 0.322
C -0.174 -0.185 -0.201
O -0.527 0.139 -0.292
H 0.015 0.062 -0.038
H -0.035 0.146 -0.142
H 0.016 0.096 -0.141
H 0.016 -0.054 0.056
H -0.141 -0.006 0.087
H -0.115 -0.019 0.128
H -0.071 -0.049 -0.164
H 0.023 -0.081 -0.030
H -0.059 -0.100 -0.089

***

Below is C10H14CrO12Zn as an isolated structure at a distorted geometry, with properties calculated with ωB97M-V/def2-TZVPD.

2S+1   5
Highest occupied orbital energy (alpha / beta)   -0.5325 / -0.5325 hartree
<S²>   6.018
Kohn-Sham gap (alpha / beta)   3.105 / 3.098 eV
Charge   +2

Element x y z (Å)
Cr  -0.803  -0.508  5.140
Zn  1.674  2.130  3.262
O  3.378  -1.486  4.658
C  2.374  -0.640  4.448
O  2.478  0.407  3.808
O  1.243  -0.925  4.899
H  2.872  -2.027  5.269
O  -1.309  0.476  0.947
C  -0.841  0.445  2.181
O  -1.350  -0.332  3.043
O  0.008  1.304  2.473
H  -1.798  -0.318  1.174
C  -2.135  0.878  -2.815
C  -1.766  2.273  -2.487
C  -0.447  2.397  -1.743
O  0.186  3.532  -2.434
C  -0.428  3.789  -3.625
O  -0.020  4.625  -4.423
O  -1.595  3.054  -3.707
H  -1.408  0.446  -3.502
H  -3.071  0.904  -3.372
H  -2.433  0.283  -1.951
H  -2.610  2.709  -1.954
H  0.238  1.558  -1.860
H  -0.611  2.510  -0.671
C  0.962  -1.289  -1.933
C  0.880  -2.475  -0.899
C  1.264  -2.044  0.481
O  0.313  -2.670  1.280
C  -0.769  -2.969  0.541
O  -1.856  -3.268  1.066
O  -0.485  -2.823  -0.815
H  0.482  -0.376  -1.582
H  0.464  -1.584  -2.857
H  2.024  -1.139  -2.129
H  1.268  -3.468  -1.123
H  1.358  -0.960  0.556
H  2.270  -2.423  0.656

Atomic forces in eV per Å
Cr 1.466 -0.608 -2.829
Zn -0.962 -2.964 -0.582
O -1.655 1.802 -0.358
C -0.094 -0.044 -0.156
O 1.887 3.320 -1.853
O -3.291 -1.120 1.962
H 0.799 -1.683 0.659
O 0.486 -1.230 1.945
C 0.206 1.740 0.693
O 0.251 -0.503 1.668
O 2.816 2.386 1.077
H -2.020 -1.309 -2.234
C -1.076 -0.417 -1.144
C -0.225 0.355 -0.243
C 0.394 0.982 -1.264
O -0.115 -0.638 1.014
C 0.027 2.007 -1.337
O -1.367 -2.866 2.280
O 1.275 0.099 0.462
H 0.134 -0.414 0.423
H -0.035 0.084 -0.252
H 0.711 -0.139 0.186
H 0.227 0.401 0.208
H -0.218 -0.116 -0.296
H 0.212 0.787 -0.064
C 0.710 -1.951 0.251
C -0.470 1.211 -2.052
C 2.005 -0.351 -0.942
O -0.294 0.282 1.176
C -3.742 -0.790 -0.032
O 3.549 1.065 -2.050
O -2.243 -0.091 3.269
H 0.082 -0.304 0.380
H 0.169 -0.027 -0.003
H -0.042 0.376 -0.220
H 1.237 0.578 -0.676
H -0.726 0.256 0.412
H -0.068 -0.168 0.524

***

Below is one molecule with the formula C4H9FN2O at a distorted geometry, with properties calculated with ωB97M-V/def2-TZVPD.

Structure (SMILES)   C=NNC[C@@H](O)CF
Highest occupied orbital energy   -0.3328 hartree
Kohn-Sham gap   9.916 eV
Charge   0
Energy relative to the best compared isomer or geometry (same formula, charge and spin)   87.1 kJ/mol

Element x y z (Å)
C  -3.074  -0.087  0.237
N  -2.228  0.627  -0.403
N  -0.905  0.308  -0.382
C  -0.356  -0.566  0.645
C  1.131  -0.808  0.361
O  1.302  -1.331  -0.938
C  2.015  0.406  0.580
F  1.619  1.467  -0.237
H  -2.838  -0.948  0.844
H  -4.121  0.182  0.124
H  -0.338  1.170  -0.516
H  -0.434  -0.154  1.652
H  -0.832  -1.530  0.577
H  1.468  -1.540  1.059
H  0.704  -0.855  -1.510
H  1.961  0.738  1.611
H  3.076  0.165  0.348

Atomic forces in eV per Å
C 0.022 0.496 -0.510
N -0.472 -0.326 0.331
N 0.876 1.031 0.012
C 0.688 0.472 -0.347
C -0.369 0.829 -0.766
O 0.451 -0.400 0.298
C 0.627 -0.371 -0.086
F 0.163 0.056 -0.003
H 0.143 -0.178 0.158
H 0.198 0.007 0.033
H -0.825 -1.067 0.089
H -0.376 -0.005 0.233
H -0.315 -0.351 0.155
H 0.361 -0.755 0.568
H -0.367 0.255 -0.369
H -0.089 0.168 0.233
H -0.714 0.139 -0.028